The following is a quantum chemistry calculation of 17 unconnected molecules or ions with the total composition C78H203N13O30, from the OMol25 dataset.

XYZ file:
```
324
Properties=species:S:1:pos:R:3:forces:R:3:mulliken_charge:R:1
C 0.902080 6.778237 4.300088 -0.7 -0.9 -0.1 -0.31
O 1.079416 5.658411 5.167744 -0.6 0.8 -0.1 -0.22
C 2.419327 5.198304 5.225781 -1.1 -1.8 0.5 -1.29
C 2.719523 4.144244 4.119523 0.5 1.5 0.0 1.42
N 2.185249 2.801735 4.418093 2.9 1.6 -0.9 0.02
C 0.806739 2.663347 4.580743 -2.2 0.1 0.1 -0.83
C -0.149106 3.019708 3.401579 1.6 -0.1 -0.6 -0.41
O 0.404754 2.493375 2.150655 -1.1 -0.1 0.4 0.95
C 0.049660 1.124307 1.969215 0.9 0.1 0.3 0.88
H 1.153596 7.730136 4.758527 0.3 0.1 0.3 0.38
H -0.173081 6.835921 4.027251 0.6 -0.2 0.1 0.20
H 1.501660 6.600468 3.410163 0.0 0.4 -0.4 -0.14
H 2.459179 4.677521 6.217981 0.4 0.4 -0.8 0.38
H 3.080412 6.044644 5.231537 0.7 0.3 -0.2 0.47
H 3.839430 4.134186 4.085737 -0.9 -0.4 -0.1 0.10
H 2.402478 4.562002 3.106252 0.2 -0.5 1.1 -0.96
H 2.565983 2.261691 3.658926 -0.3 -0.7 -0.2 0.07
H 0.502361 3.329623 5.385417 -0.2 -0.3 0.3 0.25
H 0.672652 1.643168 4.894414 -0.5 -0.5 0.3 0.27
H -0.075071 4.113760 3.297479 -0.5 -0.3 -0.1 0.00
H -1.188412 2.663489 3.578353 0.6 0.3 -0.1 0.14
H -0.959522 0.964659 1.603687 -0.5 0.2 0.1 -0.25
H 0.191589 0.612535 2.935719 -0.1 -0.3 -0.4 0.18
H 0.717024 0.697714 1.201352 -0.1 0.3 0.4 -1.18
C -2.917681 -1.919028 4.160090 -0.8 1.7 -0.9 -0.33
O -2.990332 -0.682434 4.872103 0.8 -0.6 0.3 -0.10
C -2.017847 -0.642326 5.910957 -0.1 2.0 -0.4 -0.77
C -2.436476 0.458559 6.871894 0.1 -1.3 -0.2 -0.64
N -2.336534 1.709933 6.199967 -0.1 1.1 0.2 0.27
C -3.037636 2.754128 6.972482 0.7 -0.4 -1.2 -0.84
C -2.308159 3.076799 8.266416 -1.8 0.1 0.1 -0.68
O -1.040353 3.571624 8.053577 1.2 0.1 0.1 -0.26
C -0.889250 4.963661 8.078634 0.5 1.2 0.9 -0.62
H -3.750808 -1.807307 3.455922 0.4 -0.7 0.0 -0.33
H -3.090774 -2.748454 4.806347 -0.1 -0.8 0.6 0.66
H -1.976176 -2.028415 3.614956 0.1 0.0 0.1 0.08
H -1.015951 -0.412800 5.519128 -0.1 -0.1 -0.2 0.07
H -1.988630 -1.543456 6.437035 0.1 -1.8 0.8 0.50
H -1.748906 0.498558 7.725137 -0.1 -0.4 0.0 0.46
H -3.455578 0.121412 7.251733 0.6 0.8 -0.3 0.31
H -2.626169 1.655890 5.228867 -0.3 0.0 0.3 -0.06
H -3.952839 2.279009 7.233764 -1.5 0.2 0.5 0.39
H -3.233844 3.608680 6.318272 0.1 0.1 0.3 0.45
H -2.270156 2.108686 8.791819 0.4 0.5 0.2 0.38
H -2.976951 3.764101 8.874536 0.8 -0.5 -0.5 0.39
H 0.206101 5.243667 8.044862 -1.1 -0.7 0.1 0.12
H -1.309345 5.362821 9.052404 0.3 -0.2 -1.0 0.37
H -1.343781 5.493030 7.222355 -0.1 -0.3 0.2 0.26
C 3.237697 4.104703 -2.703933 0.8 -0.4 1.2 -0.55
O 3.161556 4.583004 -1.331259 -0.5 -0.9 -0.5 0.38
C 1.783678 4.687025 -0.979677 -1.5 -0.5 0.2 0.47
C 1.561526 5.304652 0.408485 1.7 -0.6 0.2 -0.33
N 1.968247 6.694678 0.438062 -1.2 0.4 -0.1 0.59
C 0.897796 7.559428 -0.119914 0.4 -0.2 0.3 -0.68
C 1.621025 8.726171 -0.680696 1.5 0.9 0.5 -0.72
O 2.616938 8.215154 -1.580841 -1.0 -0.1 0.3 -0.03
C 2.929083 9.064257 -2.646266 0.7 -0.1 0.4 -1.07
H 2.965888 4.966384 -3.279426 0.2 0.2 -1.1 0.50
H 2.623424 3.236169 -2.968815 -0.7 0.3 0.6 -0.22
H 4.234462 3.653481 -2.881368 -0.1 1.1 0.1 -0.15
H 1.313640 3.652419 -1.067444 0.4 1.4 0.1 -0.91
H 1.271452 5.435123 -1.620671 0.2 -0.7 -0.5 0.75
H 2.182894 4.769850 1.121269 0.1 -0.2 0.1 -1.15
H 0.565839 5.257828 0.812156 -0.7 -0.5 -0.3 0.70
H 2.754952 6.776962 -0.203615 0.0 0.1 0.2 -0.10
H 0.120201 7.916335 0.566637 0.6 -0.2 0.7 0.39
H 0.259402 7.104879 -0.882979 0.4 -0.4 -0.5 0.37
H 2.175136 9.284647 0.148397 -0.8 -0.5 -0.9 0.08
H 0.933950 9.402691 -1.164956 -0.1 0.4 -0.4 0.61
H 2.046998 9.343583 -3.212414 -0.2 0.0 -0.3 0.38
H 3.613770 8.451453 -3.256329 -0.1 0.8 0.0 0.23
H 3.392929 9.976052 -2.228678 0.1 -0.1 -0.6 0.35
C -2.391890 -10.448050 -2.277084 0.6 2.2 0.2 -0.77
O -2.664037 -9.029038 -2.445180 -0.4 -0.4 -1.2 -0.10
C -2.687089 -8.542251 -3.838749 0.0 0.5 1.6 -1.02
C -2.503609 -7.040523 -3.722915 0.3 -0.6 -1.0 0.20
N -1.104707 -6.752855 -3.476084 0.7 0.9 -0.3 -0.28
C -0.781254 -5.316116 -3.188528 -1.4 -0.9 -0.5 0.06
C -0.734757 -4.390656 -4.424285 -1.1 -0.3 0.9 -0.17
O -2.080478 -4.067914 -4.819826 0.3 -0.2 0.8 -0.09
C -2.085800 -3.131788 -5.842121 -0.7 1.1 -1.6 -0.87
H -3.291816 -11.000557 -2.151392 -0.8 -0.5 0.3 0.26
H -1.756953 -10.474373 -1.368387 -0.3 -0.5 -0.6 0.17
H -1.901136 -10.783543 -3.174783 0.6 -0.5 -0.1 0.34
H -3.595499 -8.733730 -4.440645 0.2 -0.5 0.7 0.33
H -1.792169 -8.918758 -4.313791 0.1 -0.4 -0.5 0.53
H -3.171417 -6.649071 -2.987071 -0.6 0.3 1.0 -0.04
H -2.881986 -6.603836 -4.655157 0.6 0.1 -0.1 0.20
H -0.687834 -7.445512 -2.835004 -0.4 1.0 -0.3 0.37
H 0.175278 -5.241534 -2.740323 1.0 -0.1 0.6 0.90
H -1.537470 -4.950033 -2.463854 0.3 0.4 -0.3 -0.97
H -0.235328 -4.909992 -5.221872 0.3 -0.3 -0.6 0.57
H -0.203056 -3.445511 -4.224849 0.0 -0.4 0.1 -0.43
H -3.079693 -2.710873 -6.056989 -0.1 -0.7 0.5 0.25
H -1.772905 -3.584933 -6.795965 0.3 0.1 0.2 0.31
H -1.536805 -2.196066 -5.645956 0.5 -0.5 0.2 0.30
C 6.875479 -4.526648 -2.975888 -0.8 0.0 -1.2 -0.76
O 6.602927 -3.476897 -3.916463 -1.0 -0.8 1.0 -0.39
C 5.237459 -3.042727 -3.763104 1.5 -0.1 -1.2 -0.83
C 5.142411 -1.922529 -2.811359 0.1 0.9 2.2 0.49
N 6.047006 -0.750452 -3.016963 -0.4 -0.8 -0.2 0.90
C 5.656480 0.092664 -4.136373 0.1 0.2 0.9 -0.11
C 6.572055 1.303739 -4.078637 -0.6 0.2 1.5 0.18
O 6.177272 2.165740 -5.062804 0.0 0.3 -1.5 -0.39
C 6.955746 3.307353 -5.263100 -0.8 0.2 -2.2 -0.83
H 6.064670 -5.302333 -2.950614 0.5 0.8 0.1 0.31
H 7.105616 -4.169001 -1.989801 0.0 0.3 0.6 0.28
H 7.723409 -4.978014 -3.412130 1.2 -0.8 0.0 0.33
H 4.597266 -3.867970 -3.487610 -0.3 -0.2 0.2 0.56
H 4.983251 -2.724053 -4.752374 -0.5 0.3 -0.8 0.15
H 5.347916 -2.340766 -1.760588 -0.4 0.7 -1.3 0.20
H 4.077706 -1.570560 -2.866256 0.9 -0.1 0.4 -0.86
H 7.015090 -0.994978 -3.276436 -0.6 -0.7 0.8 0.04
H 4.596419 0.383146 -4.050608 0.3 0.1 0.0 -0.83
H 5.791566 -0.445688 -5.055118 0.0 -0.1 -1.0 0.54
H 7.634058 1.054269 -4.058064 0.2 -0.3 -0.5 0.51
H 6.415500 1.839947 -3.128331 0.0 -0.4 0.4 -0.26
H 6.313617 3.873273 -5.946743 0.3 0.3 0.0 0.31
H 7.905493 3.163131 -5.820442 -0.2 -0.3 0.6 0.31
H 7.068595 3.909628 -4.403396 0.4 0.5 1.4 0.29
C 1.780577 -1.249197 -6.059798 0.2 0.7 -0.5 -0.68
O 0.831850 -0.423384 -5.383232 0.0 -0.1 -0.6 0.14
C 1.178375 0.965963 -5.428810 1.2 -0.2 0.5 -0.36
C -0.015593 1.798276 -4.985570 0.3 -1.7 -1.2 -0.22
N -1.096941 1.421093 -5.914596 0.8 -0.7 0.9 -0.46
C -2.344887 1.930981 -5.442549 -0.7 -0.8 -0.1 -0.57
C -3.468597 1.085619 -6.003181 -0.9 0.4 0.3 -0.13
O -3.404801 -0.267504 -5.611130 0.5 0.2 -0.6 -0.53
C -3.606424 -0.448243 -4.228889 -0.4 -1.9 -0.7 0.82
H 2.795802 -1.160364 -5.580763 -0.8 -0.1 -0.5 0.08
H 1.833651 -0.966063 -7.147163 0.2 0.0 0.9 0.36
H 1.432327 -2.286295 -6.051101 0.0 0.2 0.4 0.13
H 1.505460 1.299818 -6.428186 -0.3 -0.4 0.0 0.75
H 2.078839 1.038664 -4.783246 -0.4 0.5 0.0 -0.29
H 0.202655 2.842269 -5.081871 0.2 0.7 -0.1 0.65
H -0.238218 1.591675 -3.942169 -0.3 -0.1 0.3 -0.21
H -1.153892 0.387075 -5.931881 0.2 0.8 0.1 0.38
H -2.439106 2.914201 -5.779605 -0.5 1.8 -0.9 0.75
H -2.435716 2.063157 -4.365268 0.1 -0.6 0.5 -0.13
H -3.480227 1.121924 -7.097928 0.2 -0.2 0.1 0.37
H -4.436153 1.476159 -5.649076 0.2 0.1 -0.1 -0.15
H -4.543243 0.005215 -3.909826 0.1 0.0 0.1 0.15
H -2.797809 -0.095519 -3.633279 0.7 0.7 0.6 -0.17
H -3.585770 -1.561586 -4.126266 -0.4 0.8 0.3 -0.61
C -6.306498 -3.372775 1.212939 -1.6 0.8 0.2 -0.53
O -5.665975 -2.391334 1.999265 0.5 0.4 0.1 -0.13
C -6.456889 -1.189552 2.130641 0.0 -2.4 0.3 -0.49
C -5.745185 -0.105662 2.840432 0.9 1.4 0.8 0.04
N -6.624408 1.023786 3.074199 -0.5 0.6 0.6 -0.20
C -7.392043 0.888615 4.327695 0.9 1.1 -0.8 -0.41
C -8.251427 2.139953 4.446713 -0.1 -1.1 0.3 -0.64
O -7.382932 3.227484 4.588526 0.4 0.5 0.1 -0.23
C -8.103222 4.363611 5.013611 -0.2 -0.4 0.6 -0.78
H -5.688604 -4.211252 1.101843 1.1 -1.3 0.5 -0.12
H -6.496517 -3.110099 0.160594 -0.2 0.7 0.3 0.33
H -7.267407 -3.667324 1.713945 0.6 0.1 -0.5 0.35
H -7.373415 -1.535415 2.642825 -0.1 0.6 -0.3 0.33
H -6.608851 -0.851334 1.135634 -0.9 0.4 -0.9 0.35
H -5.020914 0.312691 2.176640 0.9 -0.1 -0.7 -0.34
H -5.182998 -0.343595 3.751767 -0.3 -0.6 0.0 0.11
H -6.089282 1.899550 3.157015 -0.3 -0.7 -0.2 0.33
H -6.676888 0.879596 5.176057 -0.5 -0.4 0.0 0.10
H -7.977994 -0.011754 4.220334 -0.3 -0.2 0.5 0.34
H -8.899379 2.093080 5.340482 0.0 -0.2 -0.3 0.46
H -8.853897 2.221640 3.533375 -0.1 0.2 0.1 0.35
H -8.777024 4.675427 4.197445 0.3 0.5 0.4 0.29
H -7.404641 5.110802 5.428727 -0.3 -0.1 -0.8 0.23
H -8.725127 4.044434 5.869064 -0.1 0.3 -0.2 0.33
C 3.147919 1.932327 0.295856 -0.4 1.2 2.0 0.16
O 2.150114 1.545273 -0.599198 0.5 -1.4 -0.1 1.68
C 2.642804 0.446482 -1.359951 -0.3 0.2 -0.1 -0.47
C 1.492550 -0.191965 -2.082368 0.0 0.5 -1.3 0.62
N 0.612130 -1.048574 -1.352255 0.8 -1.0 1.3 1.90
C -0.571646 -1.353819 -2.134355 -0.3 0.4 0.4 0.32
C -1.603622 -2.043561 -1.324458 0.2 -1.7 1.5 0.84
O -1.956398 -1.268331 -0.214585 1.1 1.2 0.3 0.81
C -2.970015 -1.731289 0.639594 -0.4 0.9 -0.1 0.45
H 2.668521 2.757661 0.890300 0.8 -0.8 -0.3 -0.92
H 4.025193 2.325740 -0.211451 0.2 0.0 -0.1 -0.28
H 3.476778 1.121447 1.010773 -0.4 0.5 -0.7 0.26
H 3.160423 -0.337583 -0.719327 -0.4 1.0 -0.5 0.25
H 3.350502 0.859681 -2.132963 -0.3 -0.6 0.7 -0.38
H 2.019293 -0.818229 -2.796755 -0.3 -0.1 -0.8 -0.26
H 0.858677 0.558479 -2.648287 1.0 -0.4 0.5 -1.24
H 0.444380 -0.710826 -0.382694 -0.5 -0.2 -1.3 -0.72
H -0.432790 -1.911189 -3.080602 0.6 0.2 0.7 -0.97
H -0.984773 -0.410881 -2.408770 -0.7 1.0 -0.7 -0.03
H -1.178773 -3.004576 -0.933062 -0.3 0.3 -0.4 -1.42
H -2.494556 -2.259887 -1.869223 -0.7 -0.3 -0.9 0.28
H -2.824497 -2.771553 0.914063 -0.1 -0.3 0.1 -0.21
H -3.947133 -1.564309 0.162631 0.0 -0.4 0.1 0.02
H -2.921963 -1.063062 1.523098 -0.1 -0.6 -0.4 -0.33
C -5.515205 3.996417 -6.308743 0.9 0.4 1.7 -0.70
O -5.637447 3.915747 -4.818949 0.2 -0.6 -2.9 -0.37
C -6.713492 3.017688 -4.554765 0.6 0.1 0.2 -0.67
C -6.596161 2.713931 -3.093729 -0.4 -0.8 0.2 -1.00
N -5.370927 2.034298 -2.717718 0.1 1.2 -1.1 0.76
C -5.231737 2.048440 -1.291096 0.0 -0.7 0.6 -1.44
C -3.836490 1.529583 -0.958396 -1.9 -1.3 0.9 0.40
O -2.911999 2.218741 -1.693682 1.4 0.9 -0.5 -0.57
C -1.675194 2.187849 -1.040436 1.1 -0.5 1.0 -0.53
H -6.379084 4.501830 -6.724284 -0.3 0.0 0.0 0.34
H -5.398365 2.996562 -6.765469 -0.1 0.4 0.3 0.30
H -4.617026 4.611219 -6.502518 -0.4 -0.4 0.1 0.23
H -6.681987 2.160865 -5.240813 0.1 -0.1 0.3 0.31
H -7.616803 3.572294 -4.721635 -0.9 0.1 -0.2 0.53
H -7.369630 2.069748 -2.691103 -0.7 0.0 -0.3 0.48
H -6.755567 3.685297 -2.641113 0.3 0.5 0.7 0.36
H -4.608165 2.579838 -3.125876 0.0 -0.3 0.2 -0.02
H -5.969163 1.315437 -0.910402 0.3 0.4 0.2 0.50
H -5.456462 3.046273 -0.831866 0.3 -0.5 -0.2 0.41
H -3.779439 0.433932 -1.170857 -0.1 0.6 0.1 -0.66
H -3.682653 1.645999 0.123274 0.2 0.1 0.0 0.54
H -1.691634 2.723544 -0.080750 -0.2 0.3 -0.1 0.85
H -0.868827 2.610683 -1.632427 -0.2 0.1 -0.4 0.09
H -1.363350 1.166708 -0.732823 -0.3 0.2 -0.5 -0.08
C -2.633606 -6.241067 3.230378 -0.1 0.5 -0.4 -0.52
O -3.597880 -6.555422 2.215189 0.3 1.5 0.7 -0.21
C -4.377398 -7.637272 2.569889 -1.2 -1.2 -0.5 -0.53
C -5.384044 -7.840945 1.417683 -0.7 0.2 -0.1 -0.44
N -6.165044 -9.039264 1.616613 -0.5 -0.6 0.8 -0.27
C -7.038842 -9.465918 0.521395 0.4 0.3 -0.6 -0.66
C -7.764809 -10.821418 0.840594 0.7 4.2 -1.5 -0.61
O -6.746039 -11.721447 0.964854 -0.7 -2.2 1.3 -0.27
C -7.433596 -12.828558 1.584429 2.0 -0.8 -0.4 -0.79
H -2.145315 -5.288529 2.932013 -0.3 -0.7 0.3 -0.21
H -1.969043 -7.071439 3.171701 1.3 -0.4 0.3 0.33
H -2.997224 -6.195113 4.287892 -0.3 0.2 -1.0 0.35
H -4.944409 -7.423429 3.529482 0.8 -0.6 -0.9 0.21
H -3.733630 -8.568620 2.589189 -0.6 0.7 0.6 0.30
H -4.882418 -7.820989 0.428545 0.2 0.0 0.3 0.25
H -6.118973 -7.026384 1.410669 0.4 0.3 0.0 0.13
H -5.547788 -9.806555 1.843320 0.0 -0.2 0.0 0.28
H -6.371279 -9.664462 -0.323138 -0.1 -0.3 -0.5 0.21
H -7.660627 -8.616208 0.142325 0.0 -0.7 0.8 0.43
H -8.429694 -11.059136 0.013767 -0.3 -0.2 -0.2 0.43
H -8.333244 -10.693134 1.742660 -0.4 0.0 0.6 0.37
H -7.925343 -12.529874 2.493623 -0.1 0.1 0.4 0.34
H -6.688680 -13.594886 1.782221 0.1 0.0 0.2 0.25
H -8.137618 -13.281909 0.908642 -0.6 0.0 -0.4 0.32
C 6.958803 4.971941 -1.124673 -0.7 -0.2 0.8 -0.38
O 7.002058 6.379983 -1.119249 -0.4 0.5 0.1 -0.61
C 5.850337 7.012424 -0.503698 0.8 -1.5 -0.5 0.27
C 6.201298 8.433505 -0.058721 1.5 -0.9 -0.6 -0.79
N 6.145214 8.391018 1.368448 -1.0 0.7 1.6 -0.46
C 4.779597 8.566693 1.866906 -1.6 -1.8 -1.8 0.70
C 4.671988 8.670683 3.343294 2.9 0.1 0.2 -0.49
O 5.145605 9.985505 3.762305 -1.0 -1.4 0.0 -0.39
C 4.822267 10.078060 5.112385 0.3 0.7 2.1 -0.69
H 7.940871 4.708003 -1.484368 0.0 -0.6 -0.5 0.33
H 6.084394 4.512913 -1.666815 0.9 0.6 -0.1 -0.04
H 6.863364 4.537275 -0.105528 0.1 0.4 -0.1 0.27
H 5.654793 6.384983 0.395293 -0.3 0.6 -0.4 0.19
H 5.031154 6.898898 -1.214776 -0.3 0.3 0.1 0.03
H 5.576784 9.186320 -0.508780 -0.7 0.4 -0.2 0.28
H 7.248329 8.690762 -0.376053 -0.9 -0.5 0.2 0.43
H 6.668214 9.102308 1.823224 0.9 0.8 0.0 0.32
H 4.192183 7.640199 1.534535 0.6 1.0 0.6 -0.46
H 4.208816 9.381561 1.366885 0.5 0.0 0.2 0.08
H 5.488225 7.984792 3.742392 -1.4 0.2 -0.1 0.30
H 3.680582 8.443110 3.727523 -0.1 0.1 0.1 0.11
H 3.720757 10.065800 5.287530 0.5 0.2 -0.2 0.27
H 5.243179 11.045870 5.480492 -0.4 -0.8 -0.2 0.30
H 5.220625 9.246177 5.810080 -0.2 0.9 -1.3 0.25
C 0.604888 -8.812560 2.017438 0.1 0.0 1.8 -0.88
O 0.528408 -7.414690 1.941895 -0.4 -0.1 0.5 -0.33
C 0.285423 -7.026473 0.620366 -0.5 1.1 -0.3 -1.14
C -0.067085 -5.522151 0.533829 1.0 -1.4 0.8 1.55
N 0.917041 -4.674118 1.170685 0.2 0.3 1.8 -0.13
C 0.407342 -3.352864 1.535877 -0.6 0.3 0.7 0.95
C 1.401089 -2.596117 2.356308 1.4 -0.5 -0.2 0.26
O 1.493938 -3.113162 3.658656 -0.2 -0.6 0.0 -0.37
C 2.113969 -2.258655 4.561062 1.0 1.0 -0.1 -0.49
H 1.475910 -9.179371 1.511717 0.4 -0.4 -0.7 0.37
H -0.313210 -9.292600 1.741345 -0.6 -0.3 -1.0 0.28
H 0.683646 -9.142007 3.062513 0.4 0.6 0.0 0.27
H -0.600877 -7.552046 0.207231 0.4 -0.1 0.0 0.35
H 1.178459 -7.262335 0.043242 0.1 0.0 -0.5 0.60
H -1.009337 -5.373412 1.013501 -1.1 0.0 0.0 -0.43
H -0.121881 -5.332195 -0.517522 -0.2 0.6 -0.7 -0.55
H 1.139136 -5.060869 2.110483 0.0 -0.3 -1.0 0.53
H -0.565884 -3.249395 2.136077 0.8 -0.9 -0.7 -0.58
H 0.245238 -2.734775 0.683019 -0.2 0.2 -1.0 -0.75
H 1.075573 -1.594569 2.431240 -0.5 1.5 0.0 -0.49
H 2.415728 -2.583298 1.881933 -0.5 -0.1 0.1 0.36
H 2.016652 -2.692502 5.527266 -0.1 -0.4 0.8 0.34
H 1.657704 -1.252006 4.595864 -0.1 -0.2 -0.2 0.02
H 3.211755 -2.092977 4.387170 -0.7 -0.3 -0.2 0.26
C 5.446857 1.654378 3.519189 0.8 0.7 -0.1 -0.33
O 5.865568 1.997973 2.217719 0.5 -1.9 -0.8 -0.21
C 6.478037 0.826489 1.571459 1.8 2.2 0.8 -0.71
C 7.033672 1.368844 0.219918 0.5 -2.0 -0.2 0.12
N 7.713836 0.281897 -0.596519 -1.9 0.6 1.1 -0.12
C 8.986735 0.653105 -1.077602 1.1 -0.2 -1.6 -0.38
C 9.686518 -0.564373 -1.751501 -0.5 1.2 0.5 -1.03
O 9.041794 -1.014226 -2.911982 -0.6 -0.8 -1.1 -0.18
C 9.930022 -1.891605 -3.648550 -1.3 0.1 0.5 -1.00
H 6.305612 1.396147 4.172478 -0.3 -0.3 -0.3 0.38
H 4.681902 0.880100 3.517997 -0.1 -0.2 0.1 0.24
H 5.078350 2.588026 3.885280 -0.6 0.3 0.6 -0.17
H 5.805408 -0.015231 1.553824 -0.6 -0.2 -0.5 0.26
H 7.342386 0.509854 2.236485 -0.7 0.2 -0.8 0.36
H 7.784810 2.138370 0.406097 -0.1 -0.1 0.3 0.49
H 6.238707 1.872737 -0.306377 -0.5 0.0 -0.4 -0.37
H 7.121034 -0.117165 -1.344178 0.1 0.6 0.6 0.17
H 9.613363 1.001748 -0.266092 0.3 -0.3 0.4 0.61
H 9.027600 1.532284 -1.777025 -0.3 -0.5 0.0 0.07
H 9.712546 -1.371291 -1.032720 0.3 -0.3 0.4 0.36
H 10.666805 -0.262382 -2.082501 0.8 0.2 0.4 0.50
H 10.144547 -2.816083 -3.092426 0.0 0.3 0.0 0.30
H 10.793825 -1.294564 -3.770761 1.4 0.1 -0.4 0.46
H 9.537781 -2.171669 -4.634997 -0.3 0.3 0.5 0.24
O 2.252902 -3.637123 -1.441715 0.3 -0.2 -0.7 -0.58
H 1.770099 -2.801937 -1.370987 -0.2 0.3 0.3 -0.04
H 2.585631 -3.855924 -0.569053 -0.3 0.0 0.3 0.18
O -5.692761 -1.363572 -2.076645 0.3 -0.4 -1.0 -0.57
H -5.226094 -2.062170 -2.610637 -0.5 0.5 0.9 0.30
H -5.938530 -0.697155 -2.742650 0.1 -0.2 0.5 0.35
O -3.286754 -5.246874 -0.259237 -0.7 0.7 0.2 0.49
H -2.673926 -5.699011 -0.822701 0.5 -0.6 -0.3 -0.07
H -3.488978 -5.823994 0.497598 0.1 0.0 0.0 -0.12
O -4.459885 -3.857338 -2.792936 1.0 -0.8 0.6 -0.84
H -4.141707 -4.281883 -1.937228 -0.5 0.7 -1.4 0.17
H -3.778102 -4.052145 -3.480189 -0.4 0.1 0.7 0.30
```
Forces are in eV/Å.

Results
LUMO, eV: 0.56
Energy relative to the best compared isomer or geometry (same formula, charge and spin), kJ/mol: 17.44
E, eV: -164954.239
Net charge: 0